# C23H28N6O2S

C23H28N6O2S in the gas phase in a non-equilibrium geometry (ωB97M-V/def2-TZVPD, the OMol25 dataset).

Results
- Energy relative to the best compared isomer or geometry (same formula, charge and spin): 164.1 kJ/mol
- Molecular weight: 452.6 Da
- Spin multiplicity: 1
- SMILES: CCOc1ccc2[nH]c(=O)c(CN(Cc3cccs3)Cc3nnnn3C(C)(C)C)cc2c1
- Gap between HOMO and LUMO: 0.3010 hartree

Last column: Löwdin charge in e.
Positions of all 60 atoms, in Å:
C: -5.267 -2.925 1.591  -0.06
C: -6.136 -2.097 0.649  -0.25
O: -5.977 -0.706 0.843  -0.05
C: -4.854 -0.085 0.391  -0.27
C: -4.736 1.265 0.764  0.01
C: -3.664 2.021 0.361  0.00
C: -2.668 1.450 -0.434  -0.19
N: -1.590 2.175 -0.862  0.18
C: -0.542 1.692 -1.601  -0.44
O: 0.390 2.435 -1.893  0.03
C: -0.646 0.288 -1.982  -0.12
C: 0.523 -0.311 -2.721  -0.12
N: 1.565 -0.865 -1.867  -0.13
C: 1.155 -2.059 -1.131  -0.21
C: 2.322 -2.674 -0.436  -0.52
C: 3.307 -3.447 -0.968  -0.13
C: 4.283 -3.836 -0.023  -0.19
C: 4.027 -3.349 1.217  -0.42
S: 2.589 -2.404 1.256  1.03
C: 2.267 0.122 -1.081  -0.12
C: 1.547 0.649 0.118  -0.28
N: 0.429 0.163 0.614  0.07
N: 0.102 0.930 1.645  -0.01
N: 0.954 1.848 1.814  0.06
N: 1.897 1.721 0.875  0.00
C: 3.055 2.605 0.858  -0.54
C: 3.303 3.139 -0.557  -0.02
C: 4.261 1.816 1.376  -0.02
C: 2.751 3.771 1.800  -0.05
C: -1.721 -0.443 -1.611  0.03
C: -2.771 0.103 -0.816  -0.14
C: -3.872 -0.655 -0.396  0.04
H: -5.454 -3.983 1.428  0.08
H: -5.505 -2.678 2.622  0.08
H: -4.212 -2.721 1.426  0.07
H: -7.193 -2.279 0.862  0.12
H: -5.946 -2.366 -0.398  0.11
H: -5.514 1.688 1.379  0.12
H: -3.582 3.055 0.661  0.12
H: -1.514 3.141 -0.562  0.17
H: 0.990 0.467 -3.332  0.13
H: 0.178 -1.117 -3.374  0.13
H: 0.368 -1.836 -0.398  0.09
H: 0.768 -2.767 -1.872  0.13
H: 3.332 -3.731 -2.005  0.11
H: 5.132 -4.452 -0.259  0.10
H: 4.591 -3.485 2.118  0.06
H: 3.217 -0.321 -0.755  0.12
H: 2.487 0.959 -1.746  0.11
H: 2.361 3.290 -1.080  0.07
H: 3.924 2.460 -1.135  0.08
H: 3.820 4.093 -0.497  0.09
H: 4.465 0.954 0.744  0.07
H: 4.076 1.465 2.389  0.09
H: 5.140 2.455 1.382  0.09
H: 3.616 4.426 1.859  0.09
H: 2.511 3.408 2.795  0.07
H: 1.901 4.339 1.431  0.09
H: -1.793 -1.482 -1.905  0.13
H: -3.918 -1.687 -0.706  0.11